# 1
Density functional theory data (the ωB97M-V functional and the def2-TZVPD basis) for the ion C8H19N2 with charge +1.

As for the electronic energy: -11573.998 eV. Its expectation value of S² is 2.01. As for the total charge: +1. As for the energy above the lowest of the compared OMol25 structures with the same formula, charge and spin: 0.0 kJ/mol. As for the spin multiplicity: 3.

Structure (XYZ):
```
29
Properties=species:S:1:pos:R:3:forces:R:3
C -0.677587 -1.470328 -0.817137 -0.8 0.7 1.0
C -1.387011 -0.421108 0.159536 0.1 -1.5 -1.5
C 1.528615 -0.993851 -0.222623 2.3 -0.3 1.5
C -0.399321 0.148326 1.129052 -2.0 1.4 1.0
C -2.148815 0.605916 -0.677590 0.1 0.2 0.5
C 2.764026 -0.186989 -0.282318 0.0 -0.3 -0.2
C -0.188915 1.627684 1.260995 0.6 -0.6 -0.2
C 0.767585 -0.188450 -2.358247 0.1 -0.1 -0.2
N 0.621865 -1.028539 -1.195388 -1.1 0.1 -1.6
N -0.555080 -0.442711 2.506726 0.4 0.0 -0.3
H -0.588110 -2.419458 -0.284666 0.1 -0.2 0.0
H -1.301348 -1.624451 -1.695247 -0.1 0.0 0.0
H -2.131586 -1.026662 0.690245 -0.1 0.1 0.3
H 1.465436 -1.777743 0.516487 -0.1 -0.3 0.2
H -1.489626 1.167507 -1.330560 0.1 0.1 -0.1
H -2.665875 1.308358 -0.028730 -0.1 0.2 -0.1
H -2.894028 0.110014 -1.293967 0.0 -0.1 0.0
H 2.564820 0.823550 -0.631527 0.1 0.2 0.0
H 3.485158 -0.638296 -0.967494 0.4 0.2 -0.1
H 3.229013 -0.136399 0.698809 0.1 0.0 0.1
H 0.757419 1.836397 1.761509 0.1 0.1 0.1
H -0.986551 2.118818 1.831716 -0.1 -0.1 0.0
H -0.147523 2.095211 0.283881 0.0 0.0 -0.1
H 0.711787 0.873386 -2.109252 0.0 0.2 -0.1
H 1.732619 -0.381660 -2.826966 0.0 0.1 0.0
H -0.017053 -0.420606 -3.073998 0.0 0.0 0.0
H -1.389333 -0.076679 2.999873 0.2 -0.1 -0.2
H 0.268335 -0.189313 3.062939 -0.1 -0.2 0.1
H -0.630058 -1.462352 2.454337 0.0 0.1 0.1
```
Forces are in eV/Å.

Here are the Löwdin charges for atoms 1 to 4, given in e: -0.123, -0.299, -0.253, -0.212

# 2
Density functional theory data (the ωB97M-V functional and the def2-TZVPD basis) for the ion C8H19N3 with charge +2.

As for the electronic energy: -13053.809 eV. As for the SMILES: C/C=N/[N+](C)(C)/C(CC)=[NH+]\C. As for the total charge: +2. As for the energy above the lowest of the compared OMol25 structures with the same formula, charge and spin: 280.9 kJ/mol. As for the spin multiplicity: 1.

Structure (XYZ):
```
30
Properties=species:S:1:pos:R:3:forces:R:3
C 2.645739 -1.274098 -2.192424 2.6 -0.4 1.0
C 2.049647 -0.386580 -1.191043 1.7 2.4 -1.9
N 1.168354 -0.673201 -0.367577 -1.3 -2.3 0.2
N 0.585710 0.305724 0.457494 -1.6 2.0 -1.9
C 0.809840 1.762784 0.035402 0.1 -0.4 -1.5
C 1.101666 0.133858 1.802832 -1.4 1.0 2.6
C -1.020752 -0.027670 0.152506 2.8 0.1 1.5
C -1.872979 0.972462 -0.527256 -1.1 -0.3 0.6
C -2.901343 1.851843 0.344743 0.4 0.0 0.0
N -1.347507 -1.225769 0.398011 -1.4 -0.2 0.1
C -0.820499 -2.503992 1.006941 -3.1 0.4 -0.4
H 2.738004 -0.751800 -3.130389 0.0 0.2 -0.3
H 3.717116 -1.412296 -1.816331 -0.9 0.4 -0.6
H 2.359896 -2.291431 -2.331997 -1.1 -0.5 0.2
H 2.471579 0.665875 -1.298872 -0.5 -1.2 0.3
H 1.817513 2.001384 0.306022 0.5 0.3 0.6
H 0.873782 1.746124 -1.094148 -0.8 0.5 1.3
H 0.075180 2.470472 0.493476 0.6 -0.9 -0.5
H 0.550061 -0.669553 2.241450 0.3 -0.8 0.4
H 2.202880 0.049238 1.980560 -1.0 0.1 -1.0
H 0.665472 1.010311 2.321147 0.8 -0.3 0.2
H -2.522927 0.362775 -1.174923 0.2 0.3 -0.1
H -1.210950 1.530365 -1.140429 0.1 0.8 -0.7
H -3.332314 2.616447 -0.337540 0.3 -0.7 0.2
H -3.738566 1.145862 0.623776 1.0 1.1 0.3
H -2.434800 2.465764 1.188538 -0.7 -1.3 -0.9
H -2.268287 -1.382334 -0.049105 0.3 -0.3 0.7
H -1.612698 -2.952344 1.654356 0.4 0.8 -0.3
H 0.073734 -2.453413 1.507869 2.0 0.4 0.7
H -0.822554 -3.086805 0.136912 0.7 -1.4 -1.1
```
Forces are in eV/Å.

Here are the Löwdin charges for atoms 1 to 4, given in e: -0.014, -0.157, 0.090, -0.238

# 3
Density functional theory data (the ωB97M-V functional and the def2-TZVPD basis) for a structure of composition C8H19N4.

As for the electronic energy: -14552.032 eV. As for the total charge: +1. As for the energy above the lowest of the compared OMol25 structures with the same formula, charge and spin: 686.3 kJ/mol. As for the spin multiplicity: 1.

Structure (XYZ):
```
31
Properties=species:S:1:pos:R:3:forces:R:3
C -1.542008 -0.026042 1.205265 2.1 2.6 -2.7
C 1.964181 0.385902 -0.693344 -4.4 -1.1 1.3
C -1.557536 -0.689400 2.510769 1.5 -0.4 0.3
C 2.368412 0.933792 -1.973135 2.1 1.3 -1.0
C -2.694629 0.832952 -0.908094 -1.0 -0.7 0.7
C -4.021393 0.036063 1.035097 0.8 0.3 0.3
C 3.765936 -1.042965 -0.712901 3.3 -2.6 -0.4
C 1.671046 -1.554838 0.627343 -0.7 -3.0 2.6
N 0.227123 0.778223 1.020466 -3.0 -1.4 0.6
N -2.630244 0.223552 0.488947 0.4 0.1 0.6
N 2.505063 -0.731259 -0.179550 -1.4 4.5 -1.1
N 0.741349 0.901489 -0.253661 1.5 -1.6 1.0
H -1.980686 -0.073128 3.279517 -0.7 0.3 0.4
H -0.536515 -0.976562 2.908735 -1.0 0.5 -0.9
H -2.103316 -1.598841 2.349509 -0.5 -0.6 0.4
H 3.075147 1.774012 -1.756268 -0.6 -0.2 -0.5
H 2.998823 0.204126 -2.452851 0.1 -0.1 -0.4
H 1.606830 1.210217 -2.734388 0.1 0.0 1.2
H -3.141868 0.014731 -1.625711 1.3 1.8 1.3
H -3.355852 1.754571 -0.928220 0.4 -1.3 0.4
H -1.715583 1.232285 -1.071165 0.6 -0.4 -0.8
H -4.303263 1.030939 1.489725 0.4 -1.3 0.3
H -4.643569 0.080737 0.113227 0.0 -1.3 1.0
H -3.975702 -0.889392 1.758219 -0.9 2.0 -1.7
H 4.589770 -0.286050 -0.555468 -1.1 -0.6 0.4
H 4.009706 -1.985428 -0.140129 0.5 0.9 -1.0
H 3.856714 -1.231428 -1.847708 -0.7 -0.2 1.8
H 0.903052 -0.951193 1.276776 1.4 -0.8 -1.9
H 1.233029 -2.308233 -0.084174 -0.2 0.6 0.9
H 2.225165 -2.196638 1.419650 -0.3 1.2 -1.5
H 0.524497 1.784544 -0.619584 -0.2 1.3 -1.3
```
Forces are in eV/Å.

Here are the Löwdin charges for atoms 1 to 4, given in e: -0.105, -0.242, -0.065, 0.000

# 4
Density functional theory data (the ωB97M-V functional and the def2-TZVPD basis) for a cluster of 2 separate species, C8H19NO in total.

As for the electronic energy: -12139.234 eV. As for the SMILES: CCN(C)C(C)=O.CCC. As for the energy above the lowest of the compared OMol25 structures with the same formula, charge and spin: 325.8 kJ/mol. As for the spin multiplicity: 1.

Structure (XYZ):
```
29
Properties=species:S:1:pos:R:3:forces:R:3
C -1.168815 0.013560 2.570550 2.4 -0.8 -0.4
C -2.213892 0.240704 1.424520 1.4 -1.4 0.2
N -1.930317 0.026998 -0.042364 1.8 0.2 0.9
C -2.470485 1.083645 -0.919692 -0.3 -0.7 0.5
C -1.059431 -1.014708 -0.336776 -1.0 2.2 -1.0
C -0.659221 -1.066833 -1.822157 -1.6 -0.9 0.8
O -0.544993 -1.655365 0.553315 0.0 -1.1 -0.4
H -1.170392 0.881323 3.243748 0.0 -0.6 0.0
H -0.111041 -0.291547 2.350272 -0.4 1.8 -1.0
H -1.142686 -0.961482 3.075535 -1.9 0.2 0.5
H -2.904592 -0.569951 1.592954 -1.3 0.6 0.6
H -2.465147 1.281248 1.620072 -1.0 -0.4 -0.5
H -2.677028 1.853554 -0.170650 -0.7 0.2 -0.9
H -1.939525 1.539160 -1.747989 1.3 -0.2 0.3
H -3.309451 0.664826 -1.468756 -0.8 0.3 0.5
H -1.357846 -0.549008 -2.484713 0.5 0.6 0.3
H 0.356143 -0.718491 -1.723238 -0.4 0.1 -1.6
H -0.748662 -2.079068 -2.200195 0.6 -0.4 0.3
C 2.572831 1.208088 -1.127421 0.3 -1.2 -0.5
C 2.014561 -0.031204 -0.376119 -1.0 1.4 0.8
C 2.938129 -0.851589 0.519975 -1.1 0.0 -0.3
H 1.752838 1.817944 -1.498517 0.0 0.3 0.3
H 3.147237 0.983941 -2.032246 0.2 -0.3 0.1
H 3.253233 1.758847 -0.465541 -0.4 0.1 -0.1
H 1.162629 0.420960 0.149702 0.4 0.1 1.1
H 1.340660 -0.738378 -0.864939 1.9 0.1 -0.5
H 3.756874 -1.168647 -0.116580 0.3 -0.5 0.3
H 3.296620 -0.414490 1.444291 0.2 0.6 -0.1
H 2.281770 -1.664036 0.852959 0.6 -0.4 -0.2
```
Forces are in eV/Å.

Here are the Löwdin charges for atoms 1 to 4, given in e: -0.101, -0.160, -0.097, -0.054

# 5
Density functional theory data (the ωB97M-V functional and the def2-TZVPD basis) for a structure of composition C8H19NO.

As for the electronic energy: -12138.429 eV. As for the energy above the lowest of the compared OMol25 structures with the same formula, charge and spin: 403.5 kJ/mol. As for the spin multiplicity: 1.

Structure (XYZ):
```
29
Properties=species:S:1:pos:R:3:forces:R:3
C -1.394157 1.648763 -0.519089 3.3 0.2 -0.1
C 0.603551 1.660470 -0.805194 -2.3 1.8 -0.9
C -2.011909 0.486274 -1.158668 0.6 -2.2 0.4
N -1.631771 1.818450 0.845291 -0.3 0.0 0.4
O 0.946811 2.684263 0.117493 0.3 0.1 0.1
H 1.233657 2.287011 0.945138 0.0 -0.1 -0.1
H -1.500506 2.589696 -1.050912 0.0 0.0 0.1
H -1.575751 0.960747 1.377467 0.0 0.0 0.0
H -1.037742 2.531276 1.255271 -0.1 -0.1 -0.1
H 0.504054 2.142710 -1.777822 -0.1 0.5 0.0
H 1.466949 1.039332 -1.031919 -0.5 -0.8 0.8
H -3.001124 0.246868 -0.766300 -0.2 0.3 -0.2
H -1.373119 -0.430874 -0.863522 -1.1 1.5 -0.8
H -2.023893 0.564599 -2.243537 -0.1 0.0 0.0
C 2.030508 -1.322097 -1.036175 -0.3 0.8 -0.4
C 1.531473 -0.481199 1.308293 -0.1 0.4 -0.2
C -1.105780 -1.976893 1.108657 -0.2 0.4 -0.2
C 0.986925 -1.015951 0.010002 -1.0 -2.4 0.4
C -0.209321 -1.675076 -0.061103 2.2 -0.2 0.8
H -0.362408 -2.320934 -0.919526 -0.1 0.3 -0.3
H 0.764051 0.001720 1.913449 0.0 0.0 0.1
H 1.570446 -1.587586 -1.991848 0.0 -0.1 0.1
H 2.648067 -2.153976 -0.706495 0.1 -0.1 0.1
H 2.688437 -0.459174 -1.219360 0.0 -0.3 0.1
H 1.968303 -1.294134 1.903350 0.0 0.1 -0.1
H 2.320018 0.254220 1.118349 0.0 -0.1 0.1
H -2.152385 -2.016962 0.798732 0.0 0.0 0.1
H -0.857192 -2.948323 1.548140 0.0 0.0 -0.1
H -1.026190 -1.233220 1.901837 0.0 0.0 0.0
```
Forces are in eV/Å.

Here are the Löwdin charges for atoms 1 to 4, given in e: -0.326, -0.144, -0.094, 0.049

# 6
Density functional theory data (the ωB97M-V functional and the def2-TZVPD basis) for a cluster of 2 separate species, C8H19NO in total.

As for the electronic energy: -12137.077 eV. As for the SMILES: CCN(C)C(C)=O.CCC. As for the energy above the lowest of the compared OMol25 structures with the same formula, charge and spin: 534.0 kJ/mol. As for the spin multiplicity: 1.

Structure (XYZ):
```
29
Properties=species:S:1:pos:R:3:forces:R:3
C -0.362301 3.111235 -0.084520 -1.1 -1.7 10.1
C -0.600970 1.584069 0.204118 3.0 -0.5 -0.6
N 0.359651 0.753160 -0.709134 -6.3 -1.4 -0.2
C 1.709811 0.622284 -0.574406 4.5 4.2 3.9
C -0.324212 0.051063 -1.689096 3.4 -2.6 -1.8
C -1.571626 0.569717 -2.369417 1.1 0.7 -0.8
O 0.267293 -0.909853 -2.308623 -1.8 2.7 2.1
H 0.382174 3.427702 0.955980 -2.2 -0.1 -3.5
H -1.323535 3.645604 -0.007601 0.1 -0.2 0.8
H -0.052978 3.502386 -0.904120 3.1 1.4 -5.6
H -0.321041 1.240941 1.360108 -1.3 1.1 -3.1
H -1.590172 1.333849 -0.215772 0.5 -0.3 1.3
H 2.370059 0.346274 0.342626 -2.1 -1.6 -0.6
H 2.317733 0.311555 -1.404989 -0.5 0.2 -0.7
H 1.899820 1.730793 -0.178750 0.7 -1.1 -1.9
H -2.173058 1.375671 -1.970828 0.6 0.7 0.1
H -1.099634 0.821632 -3.376533 -1.3 -0.2 1.1
H -2.295933 -0.195806 -2.434391 -0.4 -1.3 -0.6
C 0.285291 -2.897023 1.328578 2.7 0.0 -1.0
C -0.416157 -1.867618 2.168071 1.7 0.5 1.2
C 0.529608 -1.157643 3.234871 -5.1 -1.3 0.8
H 1.239177 -2.379429 1.092349 0.1 -0.4 0.1
H -0.012172 -3.068643 0.307606 -1.2 0.0 -0.3
H 0.642178 -3.896594 1.669739 -0.8 0.8 0.7
H -0.621329 -0.981567 1.580391 -1.0 -0.4 -0.6
H -1.220109 -2.248697 2.748296 -1.2 -0.1 0.0
H 1.312277 -0.753520 2.698295 1.9 1.2 -0.2
H -0.243616 -0.525174 3.768858 1.3 0.8 -1.1
H 0.637589 -1.776773 4.092472 1.6 -1.1 0.3
```
Forces are in eV/Å.

Here are the Löwdin charges for atoms 1 to 4, given in e: -0.081, -0.149, -0.153, -0.116

# 7
Density functional theory data (the ωB97M-V functional and the def2-TZVPD basis) for a structure of composition C8H19NPdS4.

As for the electronic energy: -56914.210 eV. As for the spin multiplicity: 1.

Structure (XYZ):
```
33
Properties=species:S:1:pos:R:3:forces:R:3
Pd 0.661378 -0.007135 -0.001907 0.3 0.0 0.0
C -0.414254 -2.473891 -1.440137 0.0 0.1 0.1
C -0.553343 -1.499619 -2.616999 0.0 0.1 -0.1
S 0.526139 -0.021937 -2.547886 -0.2 0.0 0.7
C -0.640846 1.391310 -2.584239 0.0 0.0 -0.1
C -0.446995 2.421765 -1.462581 0.0 -0.1 0.1
S -1.369600 1.916395 0.022704 -0.1 0.0 0.0
C -0.401315 2.477389 1.455453 0.0 -0.1 -0.1
C -0.544392 1.491376 2.622401 0.0 -0.1 0.1
S 0.509624 -0.001946 2.517392 -0.2 0.0 -0.6
C -0.679692 -1.392943 2.591471 0.0 0.0 0.1
C -0.522984 -2.432891 1.473347 0.0 0.1 -0.1
S -1.403244 -1.899719 -0.025974 -0.1 0.0 0.0
H 0.624850 -2.535880 -1.120475 0.1 0.0 0.0
H -0.755096 -3.462179 -1.754353 0.0 0.0 0.0
H -1.581733 -1.147107 -2.711663 0.0 0.0 0.0
H -0.308905 -2.025916 -3.539488 0.0 0.0 0.0
H -1.649127 0.975356 -2.556799 0.0 0.0 0.0
H -0.519167 1.888157 -3.546535 0.0 0.0 0.0
H -0.804672 3.394284 -1.804677 0.0 0.0 0.0
H 0.605170 2.501930 -1.194178 0.1 0.0 0.0
H -0.754005 3.458864 1.777928 0.0 0.0 0.0
H 0.641179 2.554519 1.149131 0.0 0.0 0.0
H -1.578307 1.156687 2.722396 0.0 0.0 0.0
H -0.280850 2.002668 3.548156 0.0 0.0 0.0
H -1.683177 -0.964468 2.581474 0.0 0.0 0.0
H -0.544400 -1.886546 3.553680 0.0 0.0 0.0
H -0.929994 -3.385557 1.816662 0.0 0.0 0.0
H 0.527736 -2.566533 1.219030 0.0 0.0 0.0
N 3.300556 0.020542 -0.030856 0.1 0.0 0.0
H 3.674032 0.915673 0.259528 0.0 0.0 0.0
H 3.632783 -0.174897 -0.967179 0.0 0.0 0.0
H 3.662635 -0.687761 0.595181 0.0 0.0 0.0
```
Forces are in eV/Å.

Here are the Löwdin charges for atoms 1 to 4, given in e: -0.050, -0.550, -0.533, 0.837

# 8
Density functional theory data (the ωB97M-V functional and the def2-TZVPD basis) for a cluster of 5 separate species, C8H20BCl8IOP in total.

As for the electronic energy: -128914.630 eV. As for the total charge: -1. As for the spin multiplicity: 1.

Structure (XYZ):
```
40
Properties=species:S:1:pos:R:3:forces:R:3
C 4.383088 -0.976414 -0.814913 0.0 -0.1 0.0
C 4.386932 -0.177816 -2.106297 0.0 0.2 0.0
I 3.016570 -1.231372 -3.461314 0.0 -0.1 0.0
C 5.760770 0.045474 -2.692719 0.1 0.0 0.0
B 5.987699 0.708843 -4.166045 0.1 0.0 0.0
P 5.499914 2.610446 -4.271902 -0.1 0.0 0.0
C 3.624321 2.594704 -4.197174 0.0 -0.1 0.0
O 5.814622 3.125089 -2.655255 0.0 -0.2 0.0
H 4.820172 -0.369346 -0.015776 0.1 0.0 0.0
H 3.381609 -1.281002 -0.513694 0.0 0.1 0.1
H 4.983644 -1.879779 -0.940529 0.0 0.0 0.0
H 3.895841 0.784233 -1.960074 -0.2 -0.1 -0.1
H 6.325318 -0.890995 -2.594844 0.0 0.0 -0.1
H 6.219116 0.759321 -1.991044 0.1 -0.1 0.1
H 5.376238 0.161772 -5.074744 0.0 0.1 0.0
H 7.187910 0.680126 -4.426208 0.0 0.0 0.0
H 3.201155 3.322147 -4.892593 0.0 0.0 0.0
H 3.274877 2.849220 -3.190612 0.0 0.0 0.0
H 3.225904 1.606450 -4.435013 0.0 0.0 -0.1
H 5.246638 3.866400 -2.441300 0.0 0.2 -0.1
C 0.340343 0.264178 0.715632 -0.1 0.0 0.0
Cl 0.688345 -1.466285 0.810354 0.1 0.0 0.0
Cl 1.770088 1.239181 0.365110 0.0 0.0 0.0
H -0.377866 0.414112 -0.081598 0.0 0.0 0.0
H -0.058686 0.575046 1.672918 0.0 0.0 0.0
C -2.926689 -2.417342 2.009154 0.0 0.0 0.0
Cl -2.445682 -0.868380 2.722283 0.0 0.0 0.0
Cl -2.860215 -2.412181 0.245385 0.0 0.0 0.0
H -2.248382 -3.179085 2.373800 0.0 0.0 0.0
H -3.948749 -2.602854 2.312003 0.0 0.0 0.0
C -6.955835 -2.182567 3.755662 0.0 0.0 -0.1
Cl -5.540385 -2.931455 4.511528 0.0 0.0 0.1
Cl -6.511204 -1.158663 2.384548 0.0 0.0 0.0
H -7.601188 -2.972936 3.392357 0.0 0.0 0.0
H -7.453670 -1.563973 4.490568 0.0 0.0 0.0
C -10.024816 1.074134 5.041023 0.0 0.0 0.0
Cl -9.913137 -0.688526 5.201708 -0.1 0.0 0.0
Cl -8.447937 1.814400 4.765632 0.0 0.0 0.0
H -10.660255 1.289928 4.191244 0.0 0.0 0.0
H -10.436419 1.465768 5.962739 0.0 0.0 0.0
```
Forces are in eV/Å.

Here are the Löwdin charges for atoms 1 to 4, given in e: -0.230, -0.766, 0.713, -0.350